{
  "formula": "C5H13N2O3P",
  "method": "ωB97M-V with the def2-TZVPD basis set",
  "orbital_gap_ha": 0.3361,
  "e_homo_ha": -0.31168,
  "e_above_lowest_kj_mol": 99.8,
  "e_lumo_ev": 0.66,
  "energy_ha": -874.88088,
  "smiles": "CCOP(O)NC.CN=C=O",
  "species": ["P", "O", "O", "O", "N", "N", "C", "C", "C", "C", "C", "H", "H", "H", "H", "H", "H", "H", "H", "H", "H", "H", "H", "H"],
  "xyz": [[0.17608, 0.54481, 0.57046], [0.03666, 2.12771, 0.21142], [-0.93799, -2.79102, 1.32762], [1.77591, 0.65817, 1.04990], [0.33217, -0.27968, -0.87247], [1.38303, -2.85908, 1.32537], [-0.66081, -0.21144, -1.95797], [2.60722, -3.03835, 0.68146], [-2.51462, 2.27247, 0.14435], [0.22669, -2.74467, 1.20063], [-1.11739, 2.90981, 0.18161], [-1.21325, 3.53993, 1.12740], [-2.53690, 1.91319, 1.14054], [-1.10814, 3.52112, -0.70738], [3.50491, -3.08072, 1.49459], [2.84670, -2.11971, 0.06823], [-3.29261, 2.94402, 0.09765], [-0.99970, 0.90116, -2.08681], [-2.64131, 1.61145, -0.70211], [-1.46373, -0.88819, -1.57251], [1.29822, -0.13142, -1.24208], [2.04557, -0.20244, 1.32053], [-0.35980, -0.60547, -2.93150], [2.61309, -3.99164, 0.13107]],
  "forces_ev_per_angstrom": [[-0.9224, 0.2199, 1.8621], [0.6322, -0.2979, -0.5189], [-0.1249, 0.4993, -0.5593], [-1.1123, 0.9057, -1.2837], [2.8150, -0.0460, -2.0047], [1.9336, 0.3404, 0.5902], [-1.4948, 1.0829, 1.3197], [3.1628, 0.6930, 0.9698], [2.5749, -1.3722, 0.1822], [-2.8842, -0.7894, 0.7023], [-2.0276, 1.8235, 0.7350], [0.8415, -0.3413, -1.2748], [-0.9014, -1.7536, 0.6286], [0.8118, 0.6265, -0.1196], [-2.1845, -0.0439, -1.8263], [-0.1641, -1.2602, 0.1624], [-1.3589, 2.1824, -0.2799], [0.2364, -2.0980, -0.0287], [-0.0362, -0.7738, 0.2945], [-0.0214, 0.9623, -0.7331], [-0.9359, -0.0555, 0.2688], [0.4432, -1.1528, 0.6101], [0.5034, 0.0772, 0.4084], [0.2136, 0.5715, -0.1050]]
}


{
  "formula": "C5H13N2S",
  "method": "ωB97M-V with the def2-TZVPD basis set",
  "charge": -1,
  "orbital_gap_ha": 0.2077,
  "e_homo_ha": -0.08754,
  "e_above_lowest_kj_mol": 121.6,
  "e_lumo_ev": 3.27,
  "energy_ha": -705.99191,
  "smiles": "C[C@H](N)CNCC[S-]",
  "species": ["S", "N", "N", "C", "C", "C", "C", "C", "H", "H", "H", "H", "H", "H", "H", "H", "H", "H", "H", "H", "H"],
  "xyz": [[1.57463, -1.71690, 3.04544], [-2.10707, 1.82344, -1.26327], [-0.55269, -0.25750, -0.11516], [1.30798, -1.22166, 1.27440], [-0.01732, 0.30262, -1.39182], [0.24957, -0.12930, 1.13570], [-0.61367, 1.78744, -3.28164], [-1.22895, 0.96422, -2.08628], [-1.67399, 2.70290, -1.00632], [0.84176, 0.94148, -1.19047], [-0.48249, -0.41557, 1.91538], [-2.13853, 1.22569, -0.43268], [-1.95384, 0.24784, -2.49070], [-1.39910, 1.93975, -4.03110], [1.04560, -2.13884, 0.74087], [0.49638, 0.92512, 1.24537], [-0.66255, -1.24623, -0.30765], [-0.08530, 1.12475, -3.96824], [-0.07453, 2.61680, -2.86146], [2.29871, -0.87293, 0.97336], [0.33100, -0.37563, -2.18528]],
  "forces_ev_per_angstrom": [[-0.1491, 0.1188, -0.2100], [0.4682, -0.9366, -0.0136], [0.7621, -0.1676, -1.2171], [1.2315, 0.5259, 1.3118], [-1.6031, -0.2750, 0.7386], [-1.6479, -1.6994, -0.3860], [-2.0655, -2.1393, -0.3013], [0.9208, 2.1495, -1.5609], [0.2961, -0.0808, 0.0627], [-0.2499, 0.5784, 0.0215], [0.3063, 0.6202, -0.0758], [-0.3090, 0.5503, 0.4043], [0.6413, -0.4854, 0.0558], [-0.3663, 1.4428, 0.6108], [-0.1987, 0.3215, -0.3167], [0.5589, -0.1466, 0.1856], [-0.2111, -0.0821, 0.4172], [1.2837, -0.1040, 0.7147], [0.2451, 0.5175, -0.5144], [-0.1005, -0.0896, -0.5714], [0.1872, -0.6186, 0.6441]]
}


{
  "formula": "C5H13N2S",
  "method": "ωB97M-V with the def2-TZVPD basis set",
  "charge": -1,
  "orbital_gap_ha": 0.2303,
  "e_homo_ha": -0.09028,
  "e_above_lowest_kj_mol": 55.8,
  "e_lumo_ev": 3.81,
  "energy_ha": -706.01695,
  "smiles": "CCN[C@H](CN)C[S-]",
  "species": ["S", "N", "N", "C", "C", "C", "C", "C", "H", "H", "H", "H", "H", "H", "H", "H", "H", "H", "H", "H", "H"],
  "xyz": [[2.30492, 1.77543, 0.26748], [-0.33126, 0.18706, -0.79081], [-0.72574, -0.43064, 2.91622], [0.01809, 0.37270, 0.61871], [0.41682, -0.89008, -1.43449], [-1.11805, -0.10000, 1.54251], [0.57298, 1.78196, 0.88582], [-0.04759, -1.19892, -2.85165], [0.27899, -0.38671, -3.52846], [-1.12077, -1.14467, -2.98946], [0.05924, 2.57501, 0.36220], [-0.20191, 1.02844, -1.33670], [-1.77017, 0.78298, 1.67202], [0.68979, 2.13174, 1.92453], [0.39882, -2.12494, -3.20909], [0.24637, -1.83094, -0.89447], [0.09629, -1.02778, 2.90055], [1.48884, -0.66432, -1.35518], [0.84020, -0.33975, 0.83054], [-1.69456, -0.92905, 1.13261], [-0.40129, 0.43248, 3.33714]],
  "forces_ev_per_angstrom": [[0.3763, 0.3510, -0.2937], [-0.6180, -0.3515, -0.3516], [0.3166, 0.0174, 0.0319], [0.2264, -0.6650, 0.4286], [-0.3631, -0.4869, 0.3680], [-0.5066, 1.3511, 0.3054], [1.3746, -0.3527, 0.0568], [0.7333, 1.6093, -0.6197], [0.2468, -0.3073, 0.1032], [-0.3675, -0.5927, 0.4292], [-0.6881, 0.0168, -0.2590], [0.2957, 0.1755, 0.2779], [-0.3417, -0.4994, -0.3066], [-0.6767, -0.6763, -0.0250], [-0.2093, -0.0933, -0.0730], [-0.0055, 0.2534, 0.4094], [0.0010, -0.0663, -0.0493], [0.0213, -0.1538, -0.3366], [0.0165, 0.4489, 0.0091], [0.0927, 0.0433, -0.2580], [0.0751, -0.0217, 0.1530]]
}


{
  "formula": "C5H13N2S",
  "method": "ωB97M-V with the def2-TZVPD basis set",
  "spin_multiplicity": 3,
  "charge": 1,
  "orbital_gap_ha": [0.2953, 0.1677],
  "e_homo_ha": [-0.40925, -0.48162],
  "e_above_lowest_kj_mol": 200.3,
  "e_lumo_ev": [-3.10, -8.54],
  "energy_ha": -705.54534,
  "species": ["S", "N", "N", "C", "C", "C", "C", "C", "H", "H", "H", "H", "H", "H", "H", "H", "H", "H", "H", "H", "H"],
  "xyz": [[3.24085, 0.31083, -0.87050], [1.06564, -0.25007, 0.53751], [-1.62897, -0.49510, -1.27164], [2.32243, -0.49606, 0.37924], [-1.13557, 0.69724, -0.62522], [0.21465, -1.17358, 1.23441], [-2.08700, 0.96340, 0.53354], [0.43285, 0.68193, -0.36672], [2.79496, -1.48700, 0.83043], [4.42828, -0.24685, -0.54695], [-0.43229, -1.70981, 0.61640], [-2.43378, 0.00382, 0.82057], [-1.43801, 1.57752, 1.29251], [0.57790, 1.78444, 0.06528], [-1.29219, 1.48000, -1.37108], [0.77747, -2.02850, 1.60410], [-2.18477, -0.22341, -1.99247], [-2.94382, 1.63519, 0.13965], [-0.88733, -1.04440, -1.68147], [0.91648, 0.55677, -1.32763], [-0.30778, -0.53634, 2.00004]],
  "forces_ev_per_angstrom": [[-0.1703, -0.5039, 0.5174], [-6.7357, 0.7207, -0.7827], [2.2242, -2.0141, 1.7335], [8.5961, -3.4942, 0.3638], [0.3444, -0.2346, -0.4411], [0.9127, 0.5920, 2.0445], [1.3490, 3.4720, 0.0746], [-1.9454, 3.1473, 1.0039], [-1.1830, 2.4338, -1.0579], [-0.1684, 0.0482, 0.0555], [-1.7642, 0.0118, -1.5255], [-0.4888, -0.5019, 0.9909], [-1.8463, -1.1481, -0.7054], [0.2593, -2.1127, -0.9927], [0.7821, 0.5611, 0.3188], [0.4792, 0.5994, 0.8569], [-2.1992, 0.5877, -2.5230], [1.3172, -1.2342, 0.9511], [0.0584, -0.1552, -0.1940], [-0.0084, 0.4073, -0.2477], [0.1872, -1.1825, -0.4411]]
}


{
  "formula": "C5H13N3",
  "method": "ωB97M-V with the def2-TZVPD basis set",
  "orbital_gap_ha": 0.3646,
  "e_homo_ha": -0.32819,
  "e_above_lowest_kj_mol": 88.6,
  "e_lumo_ev": 0.99,
  "energy_ha": -362.54851,
  "smiles": "[H]/N=C(/N)C=C.CCN",
  "species": ["N", "N", "N", "C", "C", "C", "C", "C", "H", "H", "H", "H", "H", "H", "H", "H", "H", "H", "H", "H", "H"],
  "xyz": [[-1.75218, 0.43458, -1.51220], [1.16377, 0.97308, -0.26764], [-1.41755, -1.36884, -0.18268], [-1.63579, -0.11943, -0.26868], [-1.55542, 0.58730, 2.10385], [1.81847, -0.14703, -0.93377], [1.97140, -1.31302, 0.03450], [-1.88921, 0.81143, 0.84465], [1.16723, 1.79018, -0.86456], [-1.40800, -0.15700, -2.25706], [1.18231, -0.44428, -1.77029], [1.67427, 1.22241, 0.57540], [2.68520, -1.07131, 0.81702], [-1.44247, -1.72425, 0.76604], [2.81193, 0.12604, -1.34132], [-1.05095, -0.32005, 2.40141], [-1.75032, 1.29882, 2.89010], [-1.51758, 1.40922, -1.58983], [1.00756, -1.52830, 0.47875], [2.31210, -2.19932, -0.48981], [-2.37476, 1.73976, 0.56613]],
  "forces_ev_per_angstrom": [[-0.0245, 0.2862, -0.5232], [0.1245, 0.2117, 0.1996], [0.1400, -0.4289, -0.1530], [-0.0877, -0.6419, 0.2519], [0.0321, -0.0629, 0.0055], [0.3501, -0.0780, -0.0225], [-0.0967, 0.2898, -0.3235], [-0.1066, 0.3535, 0.2261], [0.0435, 0.0775, 0.0056], [-0.0797, 0.1231, 0.1093], [0.0462, -0.0694, -0.0185], [-0.0689, 0.0091, -0.0913], [0.1399, 0.0164, 0.1504], [-0.0961, 0.2068, 0.0932], [-0.2911, -0.1431, 0.0197], [0.0841, -0.1352, -0.0089], [-0.1000, 0.1318, 0.0101], [0.0388, 0.0112, -0.0716], [-0.1419, -0.0855, 0.1012], [0.1183, -0.1536, -0.0289], [-0.0243, 0.0815, 0.0689]]
}